(1)
Here is a molecular structure, C60H77BrN2O2PtSSi from OMol25. Energies are from wB97M-V/def2-TZVPD.

Geometry as XYZ:
```
145
Properties=species:S:1:pos:R:3:forces:R:3:mulliken_charge:R:1
Pt 0.409 0.647 -0.039 -0.33 -0.23 0.20 3.291
C 2.096 -2.720 1.068 -0.04 0.09 -0.01 -1.329
C 3.613 -2.757 1.236 0.08 -0.02 0.08 1.364
C 4.328 -3.212 -0.059 -0.03 0.03 0.00 -1.969
C 4.306 -1.555 1.893 0.05 0.13 0.00 -0.147
C 5.703 -1.626 1.891 -0.05 0.01 -0.05 -0.859
C 6.501 -0.726 2.564 0.04 0.03 0.01 -1.465
C 5.902 0.216 3.379 0.02 -0.11 0.08 -0.654
C 4.522 0.331 3.445 -0.08 -0.17 0.06 -0.091
C 3.983 1.173 4.603 0.07 0.04 0.00 0.447
C 3.724 2.648 4.291 -0.06 0.00 -0.07 -1.268
C 2.826 0.523 5.360 0.01 -0.05 0.01 -1.008
C 3.726 -0.469 2.588 -0.13 0.15 -0.20 1.120
N 2.343 -0.110 2.429 -0.05 0.44 0.02 0.564
C 2.146 1.071 1.981 0.05 -0.52 0.53 -0.223
C 0.831 1.745 1.735 0.74 0.17 -0.48 -0.827
N -0.374 1.164 1.762 -0.35 -0.15 0.52 0.576
C -1.529 1.857 2.256 0.00 -0.06 -0.01 -0.809
C -1.479 2.259 3.613 -0.16 -0.07 -0.02 0.639
C -2.614 2.816 4.193 0.02 -0.01 -0.01 -0.277
C -3.794 2.960 3.494 -0.03 0.01 0.00 -1.806
C -3.829 2.565 2.174 -0.03 0.04 0.02 -0.311
C -2.722 2.032 1.523 0.06 0.03 0.04 0.520
C -2.913 1.760 0.043 0.05 -0.04 0.01 2.975
C -3.553 2.972 -0.656 -0.01 0.02 0.01 -1.765
C -3.780 0.522 -0.181 -0.02 -0.03 -0.02 -0.994
C -0.291 2.079 4.543 0.10 -0.04 -0.07 2.588
C -0.665 1.253 5.776 -0.01 0.02 0.03 -1.713
C 0.284 3.433 4.965 -0.04 0.03 -0.01 -2.051
H 1.782 -3.352 0.238 -0.01 -0.09 0.05 0.402
H 1.705 -1.727 0.879 0.02 0.02 -0.08 -0.065
H 1.597 -3.105 1.956 0.05 0.07 0.03 0.185
H 3.812 -3.544 1.972 -0.07 -0.08 -0.08 0.404
H 4.749 -2.377 -0.614 -0.03 0.10 -0.05 0.497
H 3.624 -3.724 -0.714 0.00 -0.02 0.01 0.402
H 5.140 -3.910 0.149 0.01 0.02 0.00 0.456
H 6.176 -2.426 1.337 0.01 0.01 0.01 0.354
H 7.579 -0.801 2.505 0.01 -0.01 0.02 0.381
H 6.509 0.841 4.024 0.01 0.01 -0.01 0.492
H 4.814 1.160 5.315 0.03 0.10 -0.04 0.684
H 2.767 2.802 3.792 -0.04 -0.01 -0.04 0.005
H 4.508 3.061 3.654 0.01 -0.01 0.02 0.363
H 3.698 3.230 5.214 -0.01 0.01 0.02 0.422
H 1.935 0.387 4.751 0.07 0.01 -0.01 -0.299
H 2.564 1.140 6.222 0.00 0.00 0.01 0.551
H 3.118 -0.462 5.730 0.01 0.00 0.00 0.374
H 2.979 1.732 1.717 0.08 -0.08 -0.05 0.592
H 0.913 2.835 1.740 -0.05 -0.03 -0.02 -0.103
H -2.569 3.130 5.228 0.00 0.00 -0.01 0.357
H -4.670 3.384 3.968 -0.01 0.00 0.00 0.409
H -4.744 2.688 1.608 0.01 0.01 0.02 0.339
H -1.934 1.562 -0.398 -0.02 0.07 -0.03 -2.025
H -4.639 2.954 -0.539 0.01 0.01 0.00 0.551
H -3.345 2.964 -1.725 -0.05 0.01 0.01 0.250
H -3.188 3.917 -0.259 0.04 0.02 0.00 0.371
H -4.717 0.611 0.373 -0.03 0.01 0.01 0.515
H -3.282 -0.387 0.149 0.01 -0.06 0.06 -0.405
H -4.027 0.410 -1.240 0.04 -0.02 0.00 0.431
H 0.494 1.525 4.033 -0.04 0.02 -0.06 -1.461
H -1.411 1.760 6.388 0.01 0.00 0.01 0.456
H 0.215 1.083 6.399 -0.01 -0.01 -0.01 0.379
H -1.074 0.282 5.497 -0.01 -0.03 -0.02 0.228
H -0.449 4.003 5.539 -0.01 0.00 -0.01 0.452
H 0.565 4.037 4.100 0.02 0.00 -0.01 0.320
H 1.166 3.297 5.590 0.02 0.00 0.02 0.425
C 1.596 -1.998 -7.287 0.00 0.00 -0.01 -1.342
C 2.454 -2.494 -6.116 0.01 0.02 -0.01 2.074
C 2.522 -4.027 -6.155 0.00 0.00 0.00 -1.676
C 3.870 -1.946 -6.294 0.00 0.00 0.01 -2.169
C 1.833 -2.052 -4.793 0.00 0.00 0.01 0.085
C 2.526 -1.332 -3.839 -0.02 -0.01 -0.03 -0.594
C 1.893 -0.999 -2.652 -0.07 -0.01 -0.01 0.184
Br 2.918 -0.070 -1.341 0.06 -0.15 -0.02 0.004
C 0.566 -1.321 -2.349 0.09 -0.05 0.15 0.195
O -0.009 -0.955 -1.213 0.08 0.08 -0.35 -0.897
C -0.122 -2.133 -3.291 0.04 -0.01 -0.03 -0.041
C 0.528 -2.442 -4.475 -0.01 0.02 -0.01 -0.658
C -1.455 -2.805 -2.939 0.01 -0.01 0.02 2.057
C -1.156 -3.850 -1.853 0.00 -0.02 0.00 -1.578
C -2.517 -1.833 -2.416 0.01 0.01 0.00 -1.233
C -2.065 -3.527 -4.144 0.01 -0.02 0.00 -2.528
H 2.029 -2.322 -8.237 0.00 -0.01 -0.01 0.464
H 1.542 -0.908 -7.291 0.01 0.01 0.00 0.173
H 0.578 -2.384 -7.233 -0.01 0.00 0.00 0.263
H 3.002 -4.363 -7.077 0.00 0.00 -0.01 0.479
H 1.526 -4.472 -6.112 -0.01 0.00 0.01 0.294
H 3.095 -4.409 -5.308 0.01 0.00 0.00 0.329
H 4.267 -2.266 -7.258 0.00 0.00 -0.01 0.461
H 4.545 -2.314 -5.519 0.00 -0.01 0.00 0.377
H 3.884 -0.854 -6.272 -0.01 0.01 0.00 0.365
H 3.551 -1.024 -3.989 0.01 -0.01 0.00 0.526
H 0.001 -3.049 -5.197 0.00 0.00 -0.01 0.371
H -0.777 -3.392 -0.940 -0.01 0.00 0.00 0.197
H -0.416 -4.571 -2.210 0.00 0.00 0.00 0.258
H -2.067 -4.400 -1.601 -0.01 0.01 0.02 0.417
H -2.177 -1.310 -1.529 0.01 0.00 -0.03 -0.220
H -3.422 -2.394 -2.166 0.00 0.00 0.02 0.748
H -2.777 -1.096 -3.177 -0.01 0.01 -0.02 -0.038
H -1.447 -4.357 -4.489 0.01 0.00 0.00 0.443
H -2.233 -2.845 -4.981 -0.01 0.01 0.00 0.412
H -3.031 -3.942 -3.851 -0.01 0.00 0.00 0.476
C -1.435 0.965 -5.742 0.00 0.00 -0.01 -0.811
C -2.256 1.089 -4.630 -0.01 0.00 0.01 -0.969
C -1.718 1.445 -3.404 -0.01 -0.01 0.02 0.248
C -0.357 1.709 -3.262 0.12 -0.06 -0.03 0.913
C 0.456 1.569 -4.392 -0.01 0.03 -0.01 -0.660
C -0.075 1.201 -5.620 0.00 0.00 0.00 -0.660
Si 0.499 2.257 -1.690 -0.08 0.35 -0.06 -0.719
C 0.016 3.989 -1.131 0.02 0.00 -0.02 0.871
C 0.368 5.009 -2.024 -0.06 -0.02 -0.05 -1.323
C 0.157 6.343 -1.714 0.00 0.00 -0.01 -0.702
C -0.399 6.692 -0.490 0.00 0.01 0.00 -0.830
C -0.749 5.699 0.411 -0.01 0.03 0.00 -0.474
C -0.543 4.364 0.086 -0.07 -0.04 0.00 0.118
H -1.854 0.678 -6.698 0.00 0.00 0.00 0.384
H -3.318 0.893 -4.716 0.00 0.00 0.01 0.480
H -2.370 1.499 -2.545 0.01 -0.04 0.00 0.318
H 1.522 1.749 -4.311 0.01 -0.01 0.00 0.354
H 0.575 1.099 -6.479 0.00 0.00 0.00 0.540
H 1.892 2.452 -2.145 0.03 0.00 0.11 -0.118
H 0.813 4.756 -2.981 0.02 0.00 0.00 0.396
H 0.432 7.112 -2.425 0.00 0.00 0.00 0.447
H -0.556 7.734 -0.242 -0.01 0.00 0.00 0.387
H -1.191 5.956 1.365 0.01 0.00 0.00 0.503
H -0.851 3.612 0.795 -0.01 -0.01 0.02 0.244
C -6.963 -1.427 2.384 -0.03 0.00 0.00 -1.605
C -5.481 -1.683 2.358 0.00 0.03 -0.02 1.028
C -4.935 -2.671 1.549 0.00 0.01 -0.01 -0.813
C -3.564 -2.892 1.510 0.01 0.00 0.01 -0.630
C -2.730 -2.106 2.285 0.00 0.01 0.07 -0.747
C -3.252 -1.103 3.093 -0.02 0.02 -0.03 0.248
C -4.620 -0.906 3.133 0.00 0.02 -0.05 -0.590
S -0.966 -2.408 2.159 -0.15 0.00 -0.10 1.978
C -0.664 -2.638 3.918 0.06 -0.02 0.00 -0.996
O -0.842 -3.757 1.543 -0.01 -0.04 -0.01 -0.818
H -7.502 -2.167 1.795 0.00 -0.01 0.00 0.377
H -7.194 -0.440 1.975 0.01 0.00 0.00 0.303
H -7.350 -1.454 3.403 0.00 0.00 0.01 0.357
H -5.590 -3.283 0.939 0.00 0.00 0.00 0.340
H -3.129 -3.668 0.893 0.00 -0.01 0.01 0.526
H -2.605 -0.468 3.685 0.03 0.03 0.01 -0.147
H -5.025 -0.125 3.766 -0.01 0.02 0.01 0.424
H -1.352 -3.389 4.301 0.01 -0.02 -0.01 0.452
H -0.778 -1.691 4.442 -0.01 0.04 0.01 0.046
H 0.367 -2.976 4.000 0.01 0.01 0.03 0.446
```
Forces are in eV/Å.

Properties
Molar mass in g mol⁻¹: 1193.4
Strongest force on any atom in eV Å⁻¹: 0.90
E_tot in hartree: -5973.4867
ΔE to the lowest compared entry with this formula, charge and spin in kJ/mol: 157.2
HOMO in Eh: -0.2790

(2)
Here is 2 unconnected molecules or ions with the total composition C18H19BrClN7O4 at a distorted geometry from OMol25. Energies are from wB97M-V/def2-TZVPD.

Geometry as XYZ:
```
50
Properties=species:S:1:pos:R:3:forces:R:3:mulliken_charge:R:1
N -2.300 -5.585 2.103 -1.57 -0.99 0.36 -0.450
C -1.140 -4.965 1.918 -0.03 1.39 0.49 0.322
N -0.073 -5.722 2.002 3.27 -0.83 -0.34 -0.597
C 1.097 -5.101 1.865 -1.07 -1.07 0.16 0.635
Cl 2.577 -6.020 1.937 -0.58 0.17 0.01 -0.194
C 1.138 -3.743 1.679 3.14 -0.12 -0.16 -0.084
C 2.188 -2.778 1.493 -0.16 -0.02 0.05 -0.688
N 1.687 -1.573 1.358 -0.24 -0.70 0.08 -0.932
N 0.328 -1.728 1.447 -1.73 -1.13 0.01 0.881
C -0.637 -0.626 1.322 0.52 0.21 0.16 -1.322
C -0.518 0.302 2.510 0.30 0.77 -0.07 0.501
C -1.167 -0.033 3.713 0.01 0.39 0.55 -0.995
C -1.058 0.806 4.822 0.20 -0.56 -1.38 0.767
C -0.309 1.959 4.756 0.44 -0.15 -1.46 0.832
C 0.351 2.308 3.579 0.07 0.34 0.38 -0.633
C 0.251 1.486 2.449 -0.54 -0.56 0.61 -0.087
Br 1.183 2.015 0.858 -0.32 -0.12 0.54 -0.165
O -0.337 2.622 5.939 -0.31 -0.20 0.44 -0.490
C -1.178 1.823 6.792 -0.06 0.03 0.32 -0.238
O -1.613 0.665 6.053 0.08 0.41 0.47 -0.504
C -0.028 -3.056 1.647 -0.63 1.37 -0.27 0.941
N -1.204 -3.660 1.790 -0.39 1.92 -0.48 -0.557
H -2.165 -6.470 2.570 -0.49 0.02 -0.04 0.264
H -3.001 -4.949 2.453 -0.25 -0.40 -0.05 0.262
H 3.249 -3.009 1.465 -0.23 0.43 -0.04 0.413
H -0.459 -0.095 0.384 0.09 -0.05 0.17 0.337
H -1.655 -1.024 1.268 0.37 -0.35 0.10 0.386
H -1.753 -0.944 3.795 0.04 0.04 -0.14 0.449
H 0.942 3.217 3.544 -0.05 -0.08 -0.01 0.442
H -2.044 2.407 7.118 0.00 -0.02 -0.28 0.247
H -0.620 1.511 7.680 0.12 -0.09 -0.23 0.253
C -1.270 4.392 -5.284 0.15 -0.33 0.26 -0.859
N -1.288 3.718 -3.986 -0.41 1.01 -0.93 -0.143
C -0.589 2.634 -3.639 0.46 -1.19 1.22 0.467
O -0.695 2.179 -2.506 0.25 -0.19 -0.38 -0.667
C 0.340 1.975 -4.670 0.29 -0.34 0.18 -0.667
N 1.051 0.814 -4.125 -1.57 1.52 0.65 -0.003
C 2.005 0.103 -4.723 1.22 -1.09 -0.63 0.733
C 2.483 0.508 -6.103 -0.23 -0.04 0.26 -1.078
O 2.499 -0.868 -4.175 -0.01 -0.06 0.17 -0.657
H -0.260 4.737 -5.514 -0.08 0.06 -0.12 0.295
H -1.936 5.256 -5.260 0.11 -0.19 0.07 0.307
H -1.610 3.711 -6.067 0.02 0.13 -0.08 0.285
H -1.875 4.098 -3.257 0.14 -0.17 -0.01 0.302
H 1.064 2.720 -5.000 -0.03 0.14 -0.19 0.339
H -0.261 1.663 -5.524 -0.09 0.17 -0.21 0.330
H 0.798 0.522 -3.190 -0.08 0.09 0.00 0.127
H 1.637 0.574 -6.783 -0.01 0.19 -0.20 0.308
H 3.179 -0.247 -6.465 -0.10 0.09 0.13 0.300
H 2.994 1.467 -6.039 -0.02 0.17 -0.17 0.286
```
Forces are in eV/Å.

Properties
Molar mass in g mol⁻¹: 512.8
Strongest force on any atom in eV Å⁻¹: 3.39
E_tot in hartree: -4415.8055
HOMO in Eh: -0.2974
SMILES: Nc1nc(Cl)c2cnn(Cc3cc4c(cc3Br)OCO4)c2n1.CNC(=O)CNC(C)=O

(3)
Here is C5H9N in the gas phase at a distorted geometry from OMol25. Energies are from wB97M-V/def2-TZVPD.

Geometry as XYZ:
```
15
Properties=species:S:1:pos:R:3:forces:R:3:mulliken_charge:R:1
C -0.422 1.251 -0.634 -0.08 0.09 -0.17 -1.529
C -0.375 0.003 0.216 -0.54 0.30 0.25 0.797
C -1.258 -1.146 -0.228 -0.12 -0.02 -0.12 -1.525
C 1.047 -0.494 0.570 -0.23 0.13 0.80 -0.545
C 2.202 0.331 0.221 0.63 0.70 -0.08 0.212
N 3.115 1.015 0.023 -0.95 -0.76 0.07 -0.434
H 0.292 1.992 -0.256 -0.18 -0.07 -0.13 0.409
H -1.427 1.670 -0.552 0.08 0.10 -0.25 0.399
H -0.187 1.054 -1.684 -0.03 0.02 0.03 0.345
H -0.786 0.320 1.203 0.02 -0.09 -0.66 0.128
H -1.055 -1.447 -1.260 -0.02 0.03 0.07 0.355
H -2.303 -0.839 -0.137 0.00 -0.15 -0.18 0.372
H -1.107 -2.018 0.421 -0.07 0.15 -0.13 0.389
H 1.258 -1.553 0.384 -0.19 0.31 -0.15 0.373
H 0.814 -0.341 1.619 1.69 -0.72 0.65 0.255
```
Forces are in eV/Å.

Properties
Molar mass in g mol⁻¹: 83.1
Strongest force on any atom in eV Å⁻¹: 1.94
E_tot in hartree: -250.6404
ΔE to the lowest compared entry with this formula, charge and spin in kJ/mol: 69.6
HOMO in Eh: -0.4021
SMILES: CC(C)CC#N

(4)
Here is a molecular structure, C24H19FeO4Sb at a distorted geometry from OMol25. Energies are from wB97M-V/def2-TZVPD.

Geometry as XYZ:
```
49
Properties=species:S:1:pos:R:3:forces:R:3:mulliken_charge:R:1
Fe 1.403 2.093 -1.825 -0.96 -0.77 0.68 0.273
O 3.604 0.110 -1.451 -3.20 1.70 -0.02 -0.329
C 2.626 0.753 -1.427 6.85 -2.98 1.54 0.175
C -0.354 2.460 -1.868 -6.18 2.44 -0.45 0.479
O -1.466 2.790 -1.896 3.36 -1.21 0.12 -0.260
C 1.370 0.786 -3.099 -1.32 -6.24 -6.70 0.488
O 1.388 -0.077 -3.879 0.12 3.12 2.86 -0.251
C 1.626 3.082 -0.308 1.08 4.25 6.80 0.448
O 1.811 3.848 0.545 -0.61 -2.43 -3.17 -0.261
C 2.846 2.980 -2.800 0.61 1.55 -1.87 -0.671
H 3.580 3.532 -2.198 -0.47 -0.30 0.02 0.360
H 3.352 2.341 -3.547 -0.49 0.35 0.40 0.334
C 1.563 3.569 -3.068 1.76 1.60 -1.63 -0.597
H 1.051 3.377 -4.025 0.26 -0.04 0.52 0.335
H 1.364 4.574 -2.683 -0.07 -0.36 0.06 0.385
C 2.165 -3.280 3.228 -1.40 0.44 1.79 -0.463
C 2.645 -3.150 1.918 0.64 -0.18 -0.32 -0.499
C 2.109 -2.174 1.062 -1.00 1.29 -0.51 -0.264
C 1.051 -1.366 1.474 1.63 -0.29 -1.82 0.173
C 0.570 -1.513 2.782 -0.69 0.22 0.53 0.046
C 1.108 -2.470 3.658 1.23 -1.47 0.66 -0.617
Sb 0.273 0.054 0.013 -2.43 -1.35 1.45 0.762
C -1.002 -1.446 -1.000 0.17 0.22 0.24 0.667
C -1.890 -0.993 -1.974 -0.11 -0.14 -0.45 -0.281
C -2.615 -1.913 -2.750 0.22 -0.12 0.29 -0.770
C -2.468 -3.292 -2.537 0.28 0.25 0.33 -0.583
C -1.625 -3.751 -1.515 0.00 0.52 0.06 -0.630
C -0.909 -2.819 -0.739 0.15 -0.17 -0.11 -0.381
C -1.170 0.994 1.371 0.05 -0.20 -0.47 0.340
C -2.551 0.791 1.242 0.01 0.13 0.13 -0.277
C -3.435 1.398 2.148 0.42 0.02 0.02 -0.600
C -2.940 2.183 3.199 0.45 -0.16 -0.39 -0.536
C -1.556 2.397 3.308 -0.14 -0.11 0.01 -0.676
C -0.676 1.813 2.383 -0.04 0.22 0.45 -0.316
H 2.612 -4.003 3.918 -0.20 0.22 -0.34 0.439
H 3.460 -3.783 1.567 -0.18 0.08 0.09 0.465
H 2.543 -2.031 0.068 -0.11 -0.24 0.30 0.298
H -0.234 -0.862 3.116 -0.01 -0.06 0.06 0.448
H 0.701 -2.580 4.677 0.29 0.11 -0.66 0.431
H -2.026 0.075 -2.157 0.02 -0.26 -0.04 0.310
H -3.281 -1.544 -3.530 0.14 -0.12 0.23 0.434
H -3.008 -4.009 -3.153 0.11 0.24 0.14 0.408
H -1.514 -4.825 -1.317 -0.09 0.55 -0.08 0.403
H -0.268 -3.173 0.069 -0.16 -0.04 -0.32 0.296
H -2.942 0.165 0.442 0.03 0.11 0.17 0.410
H -4.508 1.257 2.024 0.27 -0.02 0.08 0.414
H -3.627 2.626 3.921 0.22 -0.08 -0.23 0.413
H -1.154 3.017 4.121 -0.21 -0.29 -0.42 0.418
H 0.399 1.992 2.491 -0.31 0.00 -0.03 0.410
```
Forces are in eV/Å.

Properties
Net charge: +2
Molar mass in g mol⁻¹: 549.0
⟨S²⟩: 6.11
Strongest force on any atom in eV Å⁻¹: 9.25
E_tot in hartree: -2730.0065
HOMO (alpha / beta) in Eh: -0.5043 / -0.5447
Multiplicity: 5